(1)
Computed, not measured: a structure of composition C26H36N6O2S3SbSc at a distorted geometry, with wB97M-V/def2-TZVPD.

CARTESIAN COORDINATES (ANGSTROEM)
Sb 0.1964 -1.7965 -4.0837
Sc 1.1119 0.2919 -1.1450
S -0.6643 0.3151 -4.2058
S 2.3050 -1.6788 -2.6845
S 2.5520 -1.2653 -4.7090
O -0.2594 -1.2451 -1.3017
O -0.0586 0.7110 0.5236
N 2.2266 -1.2363 0.1652
N -3.0686 -1.6180 -2.4290
N 2.5946 1.5523 0.2337
N -0.0341 2.2891 -1.8002
N -2.5118 -0.0562 1.0972
N 2.3141 1.4991 -2.9426
C 1.0006 2.2972 1.9344
C 1.6711 -2.2909 0.6405
C -1.9707 -4.2465 -0.1452
C -0.3301 4.2390 4.9296
C -1.3736 2.5515 3.3897
C 2.2947 2.1364 1.3354
C -1.7353 -3.0524 -0.8637
C 0.3472 -2.8034 0.4030
C -4.0927 -0.1117 -0.7618
C 3.6385 -1.0711 0.5072
C 4.3366 -0.0586 -0.4027
C -1.4755 -5.8919 1.6815
C -2.4764 0.8924 2.0143
C 0.8965 3.1492 3.0350
C 4.0169 1.3898 -0.0136
C -0.1177 1.5121 1.5255
C -3.6902 -0.7057 0.5963
C -3.0178 -0.2983 -1.8468
C -1.1572 -4.6706 0.8817
C -0.5462 -2.2836 -0.5855
C 0.9017 3.3492 -2.2071
C -2.6683 -2.7710 -1.8862
C 1.7447 2.7939 -3.3549
C -1.3278 1.6428 2.3104
C -0.2816 3.3045 3.7629
C 0.0020 -3.9470 1.1300
H -5.0275 -0.5733 -1.0851
H -2.0171 -0.1133 -1.4414
H -3.3839 1.0765 2.5810
H 0.3783 4.2541 -2.5459
H -3.4860 -1.7757 0.4963
H 0.3735 3.9181 5.6959
H 3.3085 1.6172 -2.7517
H 0.6784 -4.3049 1.8930
H -0.0450 5.2453 4.6287
H 1.0869 2.6319 -4.2138
H -2.8491 -4.8236 -0.3923
H 4.0256 -0.2575 -1.4345
H 2.2786 0.8731 -3.7572
H -1.6235 -0.1861 0.6015
H 1.7669 3.7187 3.3285
H -3.1815 -3.6419 -2.2804
H -1.2338 -5.7312 2.7295
H -2.5265 -6.1544 1.5958
H 3.1041 2.5517 1.9517
H 4.1458 -2.0399 0.4159
H 4.6004 1.6584 0.8822
H -1.3240 4.2689 5.3665
H -0.8833 -6.7336 1.3252
H -3.7168 -1.7061 -3.2005
H -2.2976 2.6343 3.9440
H 1.5431 3.6034 -1.3532
H -0.5778 2.0208 -2.6370
H 2.5192 3.5124 -3.6403
H 4.3196 2.0646 -0.8224
H 2.2750 -2.9504 1.2795
H 5.4152 -0.2077 -0.3413
H 3.7110 -0.7480 1.5544
H -4.2710 0.9565 -0.6330
H -0.6890 2.6807 -1.1234
H -3.1847 0.4137 -2.6566
H -4.5048 -0.5700 1.3125

Its spin multiplicity is 2. As for the highest occupied orbital energy (alpha / beta): -7.72 / -9.75 eV. The calculation puts the HOMO-LUMO gap (alpha / beta) at 3.965 / 6.003 eV. Its net charge is +1.

(2)
Computed, not measured: a structure of composition C26H36PTb at a distorted geometry, with wB97M-V/def2-TZVPD.

CARTESIAN COORDINATES (ANGSTROEM)
Tb -0.1924 -0.0633 -1.0173
P 0.6371 -0.0811 1.6909
C -1.9001 -1.4498 -2.0768
C 3.1982 -0.1308 2.7245
C 0.7080 -1.8123 2.2279
C 0.0149 2.7252 -2.0102
C -0.9351 0.5831 2.4031
C 0.3320 -1.6904 -2.7055
C 4.1784 1.5372 4.1845
C -3.4058 1.5844 3.3221
C 2.0346 0.6580 2.5784
C 4.2229 0.2724 3.5778
C -3.3553 -1.1516 -2.0944
C 1.0842 -3.4223 -0.9167
C -0.9262 -1.0767 -3.0722
C -1.2269 -0.3949 -4.3569
C -2.0091 -3.0993 -0.0987
C -1.9838 -0.2932 2.7364
C 1.5697 -1.7171 -3.5255
C -3.2134 0.2062 3.1669
C 0.2183 3.8674 -3.0206
C 2.0354 1.9536 3.1270
C 3.1040 2.3913 3.9128
C -2.3811 2.4655 2.9593
C 1.2965 1.9230 -1.7822
C -1.2694 -2.3331 -1.1427
C 0.1118 -2.4673 -1.5114
C -1.1741 1.9708 2.4627
H -4.3402 1.9682 3.7413
H -4.0170 -0.4880 3.4128
H 1.0146 4.5444 -2.6896
H -0.3563 3.1442 -1.0618
H 3.2800 -1.0781 2.1944
H -0.8008 2.0778 -2.3935
H 1.4225 1.5452 -0.7230
H -2.5255 -3.9697 -0.5416
H 2.1149 -3.1542 -1.1819
H 3.0851 3.4013 4.3333
H 5.0586 -0.4003 3.7835
H -2.5179 3.5413 3.0745
H 1.8178 -0.7233 -3.9295
H 2.1964 2.5480 -1.9224
H 1.6250 -2.2685 1.8455
H 1.0214 -3.4581 0.1782
H -2.1921 0.1274 -4.3023
H 0.4977 3.4796 -4.0070
H -0.4228 2.6790 2.1119
H 4.9699 1.8487 4.8661
H -0.4528 0.3390 -4.6311
H 1.4460 -2.4041 -4.3808
H -1.2872 -1.1384 -5.1708
H -3.5762 -0.2654 -2.7021
H 1.2065 2.6269 2.9581
H -1.8358 -1.3706 2.6609
H 0.9045 -4.4478 -1.2834
H -0.6983 4.4561 -3.1411
H -2.7765 -2.4642 0.3684
H -3.7566 -0.9769 -1.0843
H -1.3331 -3.4683 0.6831
H -3.9145 -1.9993 -2.5257
H 1.4080 1.0850 -2.5140
H -0.1571 -2.3616 1.8355
H 0.6932 -1.8639 3.3254
H 2.4252 -2.0661 -2.9308

Its spin multiplicity is 7. As for the highest occupied orbital energy (alpha / beta): -14.31 / -14.29 eV. The calculation puts the HOMO-LUMO gap (alpha / beta) at 7.274 / 7.754 eV. Its net charge is +2.

(3)
Computed, not measured: a structure of composition C26H37BInN9S2 at a distorted geometry, with wB97M-V/def2-TZVPD.

CARTESIAN COORDINATES (ANGSTROEM)
In 0.0403 0.3701 -0.2174
S -1.6133 -1.2740 0.4567
S -0.9605 -3.4604 2.4845
N 1.8183 -0.6578 0.4970
N -0.0087 2.2594 0.7216
N 0.1709 -1.5054 -1.2137
N -0.0229 0.2308 1.8274
N -0.0284 -1.0030 2.4805
N 2.7151 -0.5586 -0.4760
N 1.2396 -1.7144 -1.9536
N 0.2055 0.6756 -2.3735
N 1.5292 0.6488 -2.2934
C -1.7310 3.8228 -3.3017
C 0.3593 4.7974 1.8528
C 0.9871 2.7144 -2.8268
C 2.0369 1.8676 -2.5433
C -0.7878 -1.8364 1.8455
C 3.9543 -0.4537 0.0308
C 0.2066 1.1718 2.6670
C -2.8803 -1.5476 -1.0589
C 1.0637 -1.9532 3.1750
C 0.2120 2.4514 2.0290
C 0.4059 3.6650 2.6593
C 0.1203 4.6524 0.4845
C -2.2512 1.4588 -3.9733
C 1.8046 -0.6222 3.0118
C -1.5949 2.3450 -2.9081
C 3.8486 -0.4477 1.4039
C -2.5219 -3.2056 3.3497
C -2.6509 -4.0486 -0.9387
C -0.0585 3.3730 -0.0290
C 1.1615 -2.8866 -2.6023
C 2.4890 -0.5782 1.6653
C -1.9611 -2.7070 -0.6578
C -0.1547 1.9304 -2.7093
C -0.0336 -3.4758 -2.2441
C 2.7835 -0.4172 4.1766
C -0.6339 -2.5762 -1.3673
B 2.2826 -0.6345 -1.9339
H 0.5005 5.7844 2.2820
H -2.4056 -0.5731 -0.8139
H -3.3333 -3.0060 2.6448
H -2.4418 -2.3730 4.0543
H -1.7394 1.5758 -4.9527
H 2.2345 -0.4210 5.1425
H -2.0000 -4.8880 -0.6130
H 1.0624 0.2051 3.0446
H 4.6611 -0.3627 2.1129
H 0.5793 3.7266 3.7249
H -2.2023 0.3910 -3.6697
H -3.8415 -1.6104 -0.5054
H -2.8742 -4.1592 -2.0214
H 0.3180 -2.0838 2.3611
H -3.0920 -1.5776 -2.1495
H -1.7700 -2.6454 0.4366
H -1.2900 4.4734 -2.5169
H 3.1811 -0.8480 -2.6892
H 3.2935 0.5651 4.0775
H -0.2541 3.2016 -1.0833
H -3.3219 1.7306 -4.0916
H -2.8031 4.0930 -3.4099
H 4.8634 -0.3766 -0.5515
H -0.4100 -4.4322 -2.5814
H 0.3763 1.0481 3.7467
H -3.6036 -4.1138 -0.3707
H 3.0895 2.1190 -2.5349
H 1.7793 -2.8034 3.1442
H -1.0840 1.5946 -0.9282
H 0.5226 -1.9750 4.1448
H -2.7724 -4.1092 3.9119
H -2.1318 2.1890 -1.9472
H 1.9113 -3.2830 -3.2741
H -1.2175 4.0198 -4.2681
H 3.5480 -1.2234 4.1993
H 1.0550 3.7634 -3.0818
H 0.0699 5.5146 -0.1704

As for the highest occupied orbital energy (alpha / beta): -4.78 / -4.80 eV. The calculation puts the HOMO-LUMO gap (alpha / beta) at 4.959 / 5.023 eV.